a) Formula: C5H6
Source: the Open Molecules 2025 dataset
Level of theory: ωB97M-V/def2-TZVPD

## Properties
- SMILES: C1=CCC=C1

Geometry as XYZ:
```
11
C5H6 | the Open Molecules 2025 dataset | ωB97M-V/def2-TZVPD
H -1.05373 0.66523 1.66230
C 0.13019 0.15126 -1.33534
C -0.09620 -0.96234 0.71093
C -0.20874 0.50462 1.01076
H 0.37842 -2.05753 -1.08796
C -0.16168 1.09081 -0.38214
H 0.45883 0.27833 -2.38585
H -0.10301 2.16818 -0.63359
C 0.17151 -1.11282 -0.66672
H 0.60776 0.95373 1.60915
H -0.12336 -1.67948 1.49847
```

b) Formula: C5H6
Source: the Open Molecules 2025 dataset
Level of theory: ωB97M-V/def2-TZVPD

## Properties
- SMILES: C1=CC12CC2

Geometry as XYZ:
```
11
C5H6 | the Open Molecules 2025 dataset | ωB97M-V/def2-TZVPD
H -1.27706 0.35919 1.40658
H -1.52663 1.29005 -0.62984
C 0.24440 0.05971 -0.03873
C -1.03840 0.32758 -0.71878
H 1.77050 -1.55693 -0.48193
H -1.41166 -1.42791 0.94404
C -1.00835 -0.37513 0.63317
H 2.33463 1.25967 0.63974
C 1.61526 0.67082 0.20220
C 1.53628 -0.57853 -0.28528
H -1.23897 -0.02851 -1.67117
```

c) Formula: C5H6
Source: the Open Molecules 2025 dataset
Level of theory: ωB97M-V/def2-TZVPD

## Properties
- SMILES: C#C/C=C/C

Geometry as XYZ:
```
11
C5H6 | the Open Molecules 2025 dataset | ωB97M-V/def2-TZVPD
H -0.57075 -2.20687 -0.39568
H 1.96431 3.57179 -0.64163
C 1.44405 2.60961 -0.77717
C 0.91298 1.55193 -0.54727
C -0.59992 -0.18688 0.35764
H -2.05872 -1.84969 0.63799
H -0.95858 0.49341 1.08952
H 0.82507 -0.43125 -1.21975
C -0.95187 -1.65969 0.54466
H -0.38470 -2.11289 1.48738
C 0.37813 0.22054 -0.53569
```

The winner here is a), beating the second structure by 0.0526 hartree.

a) Formula: C4H3Br
Source: the Open Molecules 2025 dataset
Level of theory: ωB97M-V/def2-TZVPD

Geometry as XYZ:
```
8
C4H3Br | the Open Molecules 2025 dataset | ωB97M-V/def2-TZVPD
C -2.11316 0.81028 0.19653
C 0.40128 0.32724 0.50576
C -0.88816 0.68885 -0.16561
H 1.34858 -1.30680 0.53025
H 1.86480 -1.17280 -1.24480
C 1.48004 -0.49430 -0.19283
Br -4.03978 0.80286 0.05149
H 1.94640 0.34467 0.31922
```

b) Formula: C4H3Br
Source: the Open Molecules 2025 dataset
Level of theory: ωB97M-V/def2-TZVPD

## Properties
- SMILES: C#C/C=C/Br

Geometry as XYZ:
```
8
C4H3Br | the Open Molecules 2025 dataset | ωB97M-V/def2-TZVPD
C -0.03312 -0.09709 0.61448
Br -2.55997 0.71195 1.89057
C 1.76735 -0.37969 -1.33806
H 0.02297 -0.83192 1.30252
H -1.54693 1.03065 -0.44860
H 2.58792 -0.65324 -2.01232
C 0.98183 -0.30973 -0.46454
C -1.22005 0.52909 0.45594
```

The winner here is b), beating the second structure by 0.1944 hartree.

a) Formula: C3H4OSi
Source: the Open Molecules 2025 dataset
Level of theory: ωB97M-V/def2-TZVPD

Geometry as XYZ:
```
9
C3H4OSi | the Open Molecules 2025 dataset | ωB97M-V/def2-TZVPD
H -1.79687 0.43478 -0.18585
C 1.15696 -0.49317 0.12810
H 1.42228 3.04784 -0.73126
O 1.81419 -1.41229 0.48460
Si -1.37324 -0.99640 0.06988
C 1.32394 0.85856 -0.08741
H -2.14341 -1.31465 1.46902
H -1.90487 -2.13625 -0.75901
C 1.50102 2.01159 -0.38807
```

b) Formula: C3H4OSi
Source: the Open Molecules 2025 dataset
Level of theory: ωB97M-V/def2-TZVPD

Geometry as XYZ:
```
9
C3H4OSi | the Open Molecules 2025 dataset | ωB97M-V/def2-TZVPD
O 0.60216 -1.62684 0.58599
H 0.70575 1.35958 1.30435
Si 1.33577 -0.70843 -0.41247
H 0.91761 -0.82365 -1.85003
C 0.32790 0.72420 0.49163
C -2.25097 0.46523 0.08772
H -3.29364 0.68794 -0.00236
H 2.68593 -0.71558 -0.48786
C -1.03051 0.63755 0.28303
```

The winner here is b), beating the second structure by 0.0093 hartree.

a) Formula: C3H5NOS
Source: the Open Molecules 2025 dataset
Level of theory: ωB97M-V/def2-TZVPD

Geometry as XYZ:
```
11
C3H5NOS | the Open Molecules 2025 dataset | ωB97M-V/def2-TZVPD
C 0.13071 1.18299 -0.30974
C -1.40924 -0.35181 0.62212
O -0.89642 0.89745 0.65766
N 0.99436 0.12761 -0.65478
H 0.66128 2.03464 0.13999
S 2.22930 -0.21876 0.37192
H 2.84373 -1.03447 -0.50599
C -0.95325 -1.36688 -0.03493
H -0.37999 1.49638 -1.23671
H -0.91889 -2.38680 -0.30210
H -2.30158 -0.38035 1.25257
```

b) Formula: C3H5NOS
Source: the Open Molecules 2025 dataset
Level of theory: ωB97M-V/def2-TZVPD

## Properties
- SMILES: [O-][N+]#CCCS

Geometry as XYZ:
```
11
C3H5NOS | the Open Molecules 2025 dataset | ωB97M-V/def2-TZVPD
S -1.28030 -0.52015 -1.36889
C 0.40687 0.56731 0.27868
H -0.32095 0.47876 1.02354
O 0.13633 3.31894 -2.32363
H 0.45037 -1.69739 -0.01130
H -1.78709 -0.83069 -0.06638
C 0.12186 1.62061 -0.69121
H 1.05915 -0.69499 -1.48711
C 0.43207 -0.70373 -0.52364
H 1.32565 0.83245 0.64975
N 0.20050 2.53955 -1.40995
```

c) Formula: C3H5NOS
Source: the Open Molecules 2025 dataset
Level of theory: ωB97M-V/def2-TZVPD

## Properties
- SMILES: C1=NSCOC1

Geometry as XYZ:
```
11
C3H5NOS | the Open Molecules 2025 dataset | ωB97M-V/def2-TZVPD
H 1.81072 0.27442 -0.96244
H -0.62512 -1.07989 1.22379
H 1.53634 -0.05182 0.78198
C -0.83586 -1.16777 0.15899
N -1.05067 1.47642 -0.17795
C 1.03561 0.10915 -0.18254
S -2.01600 0.07074 -0.29654
H 0.79259 2.29239 0.06654
C 0.19306 1.37285 -0.07589
H -1.19422 -2.23808 0.03416
O 0.35355 -1.05841 -0.57011
```

d) Formula: C3H5NOS
Source: the Open Molecules 2025 dataset
Level of theory: ωB97M-V/def2-TZVPD

Geometry as XYZ:
```
11
C3H5NOS | the Open Molecules 2025 dataset | ωB97M-V/def2-TZVPD
C -0.29803 -0.93167 -1.00730
C -0.36563 -0.49574 1.18718
H 0.14830 1.61483 -1.40119
N 0.19072 1.45513 -0.39098
O -0.38752 -1.02977 -2.21481
C 0.38234 0.05957 -0.04490
H -1.25632 0.04035 1.56480
H 0.25323 -0.73034 2.07421
H 1.45811 -0.24585 -0.00331
H 0.86421 2.16446 -0.03553
S -0.98940 -1.90099 0.27184
```

The winner here is d), beating the second structure by 0.0341 hartree.

a) Formula: C3H5NOS
Source: the Open Molecules 2025 dataset
Level of theory: ωB97M-V/def2-TZVPD

Geometry as XYZ:
```
11
C3H5NOS | the Open Molecules 2025 dataset | ωB97M-V/def2-TZVPD
H 2.11190 2.48665 0.96762
S -1.60756 -0.36765 -0.10803
O -0.36597 1.90809 0.23281
C 2.31434 1.49015 0.81139
H -1.12530 1.99317 0.70683
H -0.97686 -2.68195 0.22118
C -0.94226 -1.92565 -0.55505
C -0.23678 0.71447 -0.39148
N 2.69811 0.44215 0.61534
H -1.80755 -2.24101 -1.26522
H -0.06206 -1.81843 -1.23538
```

b) Formula: C3H5NOS
Source: the Open Molecules 2025 dataset
Level of theory: ωB97M-V/def2-TZVPD

## Properties
- SMILES: C=CN(S)C=O

Geometry as XYZ:
```
11
C3H5NOS | the Open Molecules 2025 dataset | ωB97M-V/def2-TZVPD
C 1.39089 -0.56585 -0.03434
H 0.75155 1.90839 0.01840
S -1.17698 -1.18244 0.00213
O -1.32726 1.70375 -0.05852
H 2.58756 1.10758 0.27219
H -2.07332 -0.13586 -0.13479
C 2.58399 0.06386 -0.01316
C -0.18252 1.29778 0.00384
H 3.51195 -0.42642 -0.27338
N 0.09085 -0.04540 0.13999
H 1.28200 -1.62166 -0.16617
```

c) Formula: C3H5NOS
Source: the Open Molecules 2025 dataset
Level of theory: ωB97M-V/def2-TZVPD

## Properties
- SMILES: NC(=O)[C@@H]1CS1

Geometry as XYZ:
```
11
C3H5NOS | the Open Molecules 2025 dataset | ωB97M-V/def2-TZVPD
H -1.25610 0.42494 1.16878
H -2.19559 -0.91466 0.64813
N 1.29703 0.84186 0.29408
O 0.28107 1.40907 -1.78169
S 0.06816 -1.68180 0.90882
C 0.44546 0.67373 -0.82540
H -0.58836 -1.20536 -1.46695
C -1.20708 -0.50587 0.64789
C -0.25248 -0.56834 -0.57250
H 1.90271 1.58415 0.14623
H 1.50518 -0.05773 0.83259
```

The winner here is c), beating the second structure by 0.0217 hartree.

a) Formula: C3H5NOS
Source: the Open Molecules 2025 dataset
Level of theory: ωB97M-V/def2-TZVPD

Geometry as XYZ:
```
11
C3H5NOS | the Open Molecules 2025 dataset | ωB97M-V/def2-TZVPD
H 0.22246 -0.74990 -2.33789
O 1.39870 1.31851 2.79661
H -0.35954 -1.44642 0.20909
C -0.36700 0.76611 1.04227
C 0.92465 0.74304 1.88788
H 2.26837 -0.82701 1.34953
N 1.30630 -0.43623 1.14681
H -1.27130 0.53935 1.68334
C 0.14519 -0.51297 0.38299
H -0.61130 1.70394 0.49185
S 0.72570 0.43883 -2.72342
```

b) Formula: C3H5NOS
Source: the Open Molecules 2025 dataset
Level of theory: ωB97M-V/def2-TZVPD

## Properties
- SMILES: C#CNSOC

Geometry as XYZ:
```
11
C3H5NOS | the Open Molecules 2025 dataset | ωB97M-V/def2-TZVPD
C 1.84064 0.10879 -0.11478
O -1.65333 0.74231 -0.36128
C 2.61434 -0.74584 0.26790
H 1.34202 1.80709 -1.10846
H 3.14851 -1.36599 0.90426
C -1.97829 -0.56435 0.12171
N 0.98086 1.01507 -0.63935
H -2.66302 -0.79327 -0.62026
S -0.31563 1.43086 0.35651
H -1.03297 -1.27643 0.00284
H -2.28314 -0.35824 1.19090
```

c) Formula: C3H5NOS
Source: the Open Molecules 2025 dataset
Level of theory: ωB97M-V/def2-TZVPD

Geometry as XYZ:
```
11
C3H5NOS | the Open Molecules 2025 dataset | ωB97M-V/def2-TZVPD
S -0.97284 -1.50078 0.15557
C -1.71298 0.77342 -0.03166
H 0.53765 -0.23694 1.62804
N -2.19637 -0.35465 -0.24306
H 2.01640 -1.23483 -0.25529
H -2.27275 1.70841 -0.29790
C 1.47253 -0.26630 -0.37694
H 1.03566 -0.14222 -1.40770
C 0.32343 -0.24650 0.58858
H 2.18759 0.51812 -0.10383
O -0.41834 0.98227 0.34421
```

The winner here is c), beating the second structure by 0.1046 hartree.